{"formula": "C55H54ClN2O2PPdSe2Te", "method": "ωB97M-V/def2-TZVPD", "symbols": ["Pd", "C", "C", "C", "C", "C", "C", "C", "C", "C", "C", "C", "C", "N", "C", "C", "N", "C", "C", "C", "C", "C", "C", "C", "C", "C", "C", "C", "C", "C", "C", "C", "C", "C", "C", "C", "C", "C", "C", "H", "H", "H", "H", "H", "H", "H", "H", "H", "H", "H", "H", "H", "H", "H", "H", "H", "H", "H", "H", "H", "H", "H", "H", "H", "H", "H", "H", "H", "H", "H", "H", "H", "H", "H", "H", "H", "H", "H", "H", "Se", "P", "Se", "C", "C", "C", "C", "C", "C", "C", "C", "C", "C", "C", "C", "H", "H", "H", "H", "H", "H", "H", "H", "H", "H", "Te", "Cl", "C", "C", "C", "C", "C", "C", "C", "O", "O", "H", "H", "H", "H"], "xyz": [[10.385860, 15.566812, 12.447134], [11.899814, 18.592265, 16.424481], [11.056899, 18.045565, 15.215668], [10.370837, 19.243385, 14.544515], [10.112653, 16.934269, 15.647869], [8.983442, 17.318699, 16.365064], [8.124829, 16.340874, 16.915017], [8.313540, 15.028306, 16.686948], [9.405226, 14.537782, 15.881384], [9.547166, 13.033774, 15.814033], [8.712840, 12.399195, 14.712833], [10.910519, 12.342426, 15.897216], [10.220837, 15.528822, 15.317458], [11.181934, 15.146952, 14.353032], [12.530658, 15.179882, 14.441601], [13.491406, 15.214272, 13.371582], [13.233881, 15.445056, 12.115250], [14.065920, 16.063831, 11.189317], [14.488098, 17.437159, 11.302683], [14.798712, 18.166602, 10.139611], [14.662351, 17.532449, 8.853355], [14.437987, 16.174921, 8.812162], [14.250477, 15.409601, 9.959342], [14.112293, 13.896876, 9.654564], [12.602390, 13.441115, 9.612934], [14.990565, 13.047132, 10.548901], [14.730212, 18.126675, 12.607274], [14.067480, 19.508303, 12.759273], [16.233382, 18.429479, 12.626424], [14.833539, 15.016587, 13.992102], [16.114916, 14.849101, 13.484804], [17.189694, 14.611188, 14.346111], [16.929757, 14.500898, 15.708140], [15.629951, 14.609155, 16.267234], [15.214431, 14.331127, 17.614809], [13.841005, 14.403116, 17.959933], [12.859041, 14.763633, 17.005307], [13.213477, 15.021819, 15.710811], [14.584117, 14.842501, 15.329762], [12.503626, 19.503940, 16.092352], [12.550337, 17.763309, 16.891538], [11.267194, 18.983260, 17.232358], [11.767455, 17.559211, 14.490436], [9.853205, 19.739894, 15.365702], [9.674230, 18.983913, 13.707744], [11.163946, 19.854922, 14.190266], [8.862282, 18.418097, 16.568109], [7.275054, 16.620653, 17.447068], [7.563507, 14.371478, 17.154337], [8.889036, 12.647503, 16.634943], [9.011719, 12.859257, 13.758419], [7.626018, 12.460734, 14.934430], [8.872444, 11.300511, 14.713155], [11.609349, 12.585442, 15.155168], [10.786931, 11.211247, 15.991764], [11.400129, 12.490580, 16.867927], [15.048007, 19.224869, 10.243307], [14.842444, 18.088977, 7.930230], [14.448505, 15.589992, 7.838593], [14.498839, 13.859916, 8.624721], [12.575163, 12.315780, 9.654286], [12.079334, 13.906148, 8.758927], [12.142061, 13.829807, 10.520282], [14.820096, 13.151234, 11.594647], [16.049079, 13.212549, 10.415318], [14.895899, 11.916291, 10.380894], [14.489243, 17.536779, 13.541610], [14.650578, 20.324705, 12.292544], [13.989300, 19.755735, 13.831871], [13.050039, 19.428374, 12.306807], [16.533610, 19.137960, 11.802485], [16.938103, 17.523764, 12.466640], [16.591542, 18.934601, 13.569671], [16.330503, 14.799333, 12.398257], [18.170848, 14.450657, 13.888992], [17.686160, 14.268157, 16.420578], [15.946737, 14.118242, 18.416716], [13.478943, 13.995424, 18.904484], [11.794972, 14.817127, 17.296402], [11.095468, 17.511917, 8.072835], [8.541139, 16.003981, 11.060308], [7.810970, 15.753710, 13.127391], [7.877531, 17.351211, 10.038609], [7.653074, 18.605210, 10.616822], [7.078084, 19.620256, 9.821896], [6.680372, 19.389303, 8.448676], [6.908495, 18.130977, 7.928319], [7.605311, 17.157939, 8.703980], [7.921947, 14.527543, 10.258326], [8.817026, 13.455851, 10.304832], [8.513006, 12.291407, 9.556842], [7.377748, 12.184612, 8.801205], [6.479133, 13.244138, 8.771169], [6.731255, 14.396749, 9.545065], [7.851441, 18.823993, 11.658677], [6.977682, 20.626639, 10.228322], [6.225153, 20.224152, 7.903165], [6.731859, 18.011707, 6.876215], [7.816653, 16.235492, 8.210600], [9.676230, 13.493872, 11.054510], [9.180802, 11.469178, 9.554772], [7.150153, 11.311289, 8.227521], [5.647916, 13.166602, 8.083249], [5.900902, 15.152634, 9.624114], [11.036285, 17.625882, 10.493216], [10.102942, 6.625301, 12.455371], [10.602085, 8.255302, 12.313983], [11.951062, 8.568820, 12.552605], [12.314533, 9.912172, 12.718872], [11.396886, 10.962606, 12.573472], [10.117495, 10.629828, 12.139588], [9.713601, 9.311940, 12.105772], [11.850279, 12.393343, 12.743671], [12.972466, 12.667358, 13.257529], [10.967624, 13.257398, 12.412208], [12.662715, 7.749260, 12.670746], [13.360899, 10.072805, 12.953944], [9.343870, 11.379298, 11.845177], [8.708871, 9.107967, 11.818466]], "forces_ev_per_a": [[0.4, 0.4, -0.6], [0.9, -0.3, -0.2], [1.2, -1.1, -0.5], [-0.7, -1.2, 0.3], [-1.5, -0.3, 0.5], [0.6, 0.2, 0.6], [0.9, 1.7, -1.1], [0.9, -1.7, -0.7], [-1.1, 1.2, 1.4], [-1.3, -1.4, 0.7], [-0.3, -0.4, -1.0], [-0.8, -1.5, 2.4], [1.7, 0.1, 0.3], [0.6, 0.7, -0.7], [-2.2, 0.0, 1.2], [0.2, 0.6, -0.8], [-0.2, 0.5, 1.1], [0.0, 0.0, -0.3], [-0.2, -0.6, -1.0], [-0.8, -1.5, -1.1], [0.7, 1.3, 1.3], [0.6, -0.8, -0.9], [-0.4, -0.3, -1.0], [-0.9, 0.6, -0.1], [1.2, 0.0, 0.5], [0.1, -2.2, -0.4], [0.9, 0.6, 1.3], [-1.1, -0.2, 0.0], [2.7, -0.3, 0.2], [0.2, -0.3, -1.3], [-0.6, 0.0, -1.3], [-0.5, -0.2, 0.9], [0.0, 0.0, 0.1], [-1.1, -0.3, -0.9], [-1.0, 0.4, 0.9], [1.6, -0.5, -1.0], [-1.0, 0.3, 0.4], [1.4, -0.9, -1.2], [1.4, 0.6, 3.0], [-0.4, -1.4, 0.3], [-0.8, 1.4, -0.9], [-0.2, -0.2, -0.2], [-0.5, 0.6, 0.5], [-0.3, 0.5, -0.4], [0.5, 0.1, 0.8], [0.5, 0.9, -0.5], [-0.2, -1.3, -0.1], [-1.3, 0.7, 1.0], [0.6, -0.2, -0.4], [1.2, 0.6, 0.4], [-0.6, -0.5, 0.0], [0.5, 0.6, -0.4], [0.3, 0.6, -0.2], [0.8, 0.3, -1.2], [-0.2, 1.2, -0.8], [0.0, 0.7, -0.1], [0.0, -0.3, -0.3], [-0.2, -0.1, 0.4], [0.0, 1.1, 1.1], [0.0, -0.5, 0.3], [-0.3, 1.0, -0.4], [0.2, -0.5, 0.2], [-0.2, -0.2, 0.0], [-0.6, 0.3, 0.9], [0.5, 0.5, -0.3], [-0.3, 1.4, -0.1], [0.1, 0.3, -1.3], [-0.4, -0.5, -0.1], [-0.1, 0.0, -0.4], [0.6, 0.5, 0.4], [-0.5, -0.6, 0.7], [-1.4, 1.1, 0.4], [-0.6, -0.5, -0.6], [-0.5, 0.4, 0.7], [-0.2, 0.1, 0.5], [0.9, -0.1, 0.3], [-0.4, -0.1, -0.7], [0.3, 0.5, 0.1], [0.7, -0.1, -0.1], [-0.1, 0.0, 0.5], [-0.7, -0.9, 0.7], [-0.4, 0.8, -0.4], [-0.5, 0.2, 0.8], [-1.1, 1.2, -1.3], [0.1, -0.5, -0.9], [0.5, 0.3, 2.5], [1.3, 0.3, 0.7], [-1.4, 1.0, -1.3], [0.1, -0.6, -0.6], [0.0, -0.9, 0.2], [0.6, 0.9, 1.0], [-0.6, 0.9, -0.2], [0.4, 0.6, 0.5], [-1.5, -0.2, -0.5], [0.2, -0.3, 0.0], [-0.1, -0.2, 0.0], [0.2, -0.5, 0.0], [-0.2, -0.6, -0.3], [0.3, -0.5, 0.0], [-0.9, -0.2, -1.5], [0.7, -0.6, 0.2], [0.1, -0.5, -0.3], [-0.4, 0.2, 0.3], [1.2, -0.5, -0.3], [1.1, 0.5, -0.5], [-0.4, -0.8, -0.2], [1.1, 1.8, 0.5], [-0.8, 0.1, 0.2], [0.0, -0.8, -0.1], [0.9, -0.7, -0.5], [-0.7, 0.7, 0.1], [0.3, -0.9, -0.4], [0.1, 2.1, 0.7], [-1.2, -1.5, -0.9], [0.9, -1.6, -0.1], [-0.1, 0.4, 0.0], [-0.2, 0.6, 0.1], [1.1, -0.5, 0.6], [-0.7, -0.3, 0.0]], "largest_force_ha_per_bohr": 0.065, "total_energy_ha": -8388.534596, "homo_lumo_gap_ha": [0.169, 0.213], "spin_multiplicity": 5, "total_charge": -2, "de_lowest_kj_mol": 0.0}

=====

{"formula": "C55H55GeNO3PZn", "method": "ωB97M-V/def2-TZVPD", "symbols": ["Zn", "C", "C", "C", "C", "C", "O", "C", "N", "C", "C", "C", "C", "C", "C", "P", "C", "C", "C", "C", "C", "C", "C", "C", "C", "C", "C", "C", "H", "H", "H", "H", "H", "H", "H", "H", "H", "H", "H", "H", "H", "H", "H", "H", "H", "H", "H", "H", "H", "H", "H", "H", "O", "C", "O", "C", "C", "Ge", "C", "C", "C", "C", "C", "C", "C", "C", "C", "C", "C", "C", "C", "C", "C", "C", "C", "C", "H", "H", "H", "H", "H", "H", "H", "H", "H", "H", "H", "H", "H", "H", "H", "H", "H", "H", "H", "C", "C", "C", "C", "C", "C", "C", "C", "C", "C", "H", "H", "H", "H", "H", "H", "H", "H", "H", "H", "H", "H"], "xyz": [[0.294820, -0.613322, 0.636847], [3.257861, 1.113490, 2.375038], [2.534890, 0.551532, 3.591634], [3.200909, -0.727510, 4.091083], [1.034627, 0.330847, 3.305845], [0.216241, 0.204118, 4.591520], [-0.114577, -1.174967, 4.677965], [0.109379, -1.732346, 3.445668], [0.749023, -0.931555, 2.601631], [-0.301101, -3.072081, 3.302578], [-0.615578, -3.795807, 4.497514], [-0.879487, -5.131317, 4.496994], [-0.867251, -5.864906, 3.282499], [-0.656971, -5.183209, 2.108353], [-0.412519, -3.798737, 2.054786], [-0.527191, -2.980891, 0.469323], [0.131098, -4.206414, -0.725867], [1.313047, -4.888375, -0.435386], [1.913591, -5.702836, -1.381895], [1.345577, -5.844315, -2.641398], [0.172148, -5.168967, -2.941680], [-0.429413, -4.354001, -1.992385], [-2.297289, -2.939048, -0.028297], [-3.175262, -3.997390, 0.190758], [-4.483478, -3.927333, -0.263400], [-4.928770, -2.800784, -0.945640], [-4.062372, -1.740252, -1.164994], [-2.755814, -1.813121, -0.701860], [4.329956, 1.213958, 2.562967], [2.862312, 2.093789, 2.096861], [3.115017, 0.455774, 1.516530], [2.582243, 1.297133, 4.396153], [3.199560, -1.483611, 3.305579], [2.675992, -1.146713, 4.952926], [4.234072, -0.530281, 4.385496], [0.678640, 1.175058, 2.704190], [-0.707323, 0.788528, 4.563190], [0.786029, 0.472518, 5.483920], [-0.602028, -3.256496, 5.433957], [-1.085642, -5.635191, 5.433907], [-1.048872, -6.931769, 3.272595], [-0.692795, -5.739869, 1.177861], [1.754530, -4.785658, 0.548541], [2.830342, -6.224400, -1.136670], [1.812439, -6.482131, -3.381360], [-0.279868, -5.272933, -3.920280], [-1.343012, -3.828221, -2.243118], [-2.841819, -4.874082, 0.731478], [-5.159610, -4.754148, -0.082651], [-5.951409, -2.749468, -1.298875], [-4.395840, -0.852600, -1.689213], [-2.090173, -0.973455, -0.859460], [-2.191506, -0.644907, 1.948341], [-2.113012, 0.475016, 1.452545], [-1.228840, 0.828540, 0.580000], [-3.080514, 1.553996, 1.909687], [-3.508284, 2.571279, 0.856319], [-2.176193, 3.162796, -0.454853], [-0.455739, 3.798939, 0.198656], [0.724890, 3.615400, -0.513551], [1.926131, 4.136250, -0.049347], [1.964744, 4.842789, 1.143057], [0.794069, 5.037623, 1.864062], [-0.403729, 4.523902, 1.389157], [-2.989759, 4.866685, -1.120966], [-4.316221, 5.234717, -0.900477], [-4.837414, 6.420656, -1.408172], [-4.033730, 7.268461, -2.153508], [-2.709132, 6.921974, -2.388556], [-2.200803, 5.737853, -1.876373], [-2.077657, 2.126839, -2.121354], [-3.045222, 2.351278, -3.102101], [-3.037639, 1.642657, -4.296872], [-2.045760, 0.704097, -4.541253], [-1.070241, 0.473929, -3.581663], [-1.093845, 1.172811, -2.382581], [-2.573253, 2.079864, 2.725927], [-3.934387, 1.034001, 2.343363], [-3.852670, 3.482553, 1.349865], [-4.348044, 2.190233, 0.268426], [0.714278, 3.074291, -1.450835], [2.833072, 3.981141, -0.619672], [2.902913, 5.240890, 1.509618], [0.813654, 5.596459, 2.791897], [-1.312773, 4.694115, 1.957802], [-4.969749, 4.586501, -0.327538], [-5.872314, 6.680789, -1.219874], [-4.434703, 8.193791, -2.548631], [-2.072840, 7.578235, -2.970199], [-1.162159, 5.485764, -2.066240], [-3.813800, 3.098445, -2.937525], [-3.804397, 1.828243, -5.039552], [-2.035189, 0.151813, -5.472985], [-0.294419, -0.262350, -3.756365], [-0.349152, 0.950612, -1.631473], [2.091762, -1.718194, -2.377147], [2.774962, -0.969096, -1.214182], [3.266318, -1.978270, -0.164836], [1.745923, -0.031443, -0.615125], [4.011849, -0.224273, -1.725245], [4.837164, -0.767725, -2.709152], [5.983159, -0.110237, -3.134109], [6.336488, 1.110594, -2.576965], [5.530414, 1.659836, -1.590379], [4.384403, 0.998062, -1.171882], [1.078047, -1.996912, -2.090522], [2.618387, -2.640577, -2.640172], [2.030841, -1.082527, -3.263084], [2.426184, -2.539456, 0.246592], [3.754357, -1.461039, 0.662527], [3.978308, -2.685431, -0.599659], [1.528508, 0.767286, -1.332307], [4.581351, -1.719454, -3.158008], [6.602715, -0.554877, -3.903938], [7.229177, 1.626862, -2.907437], [5.793979, 2.610236, -1.140843], [3.758182, 1.431459, -0.402088]], "forces_ev_per_a": [[0.3, -0.2, 0.0], [0.0, 0.0, 0.0], [0.0, -0.1, 0.0], [0.0, 0.0, 0.0], [0.1, 0.0, 0.0], [0.0, 0.0, 0.0], [0.1, 0.0, 0.1], [0.1, -0.1, -0.1], [-0.3, 0.3, 0.0], [-0.1, 0.0, 0.0], [0.0, 0.1, 0.0], [0.0, -0.1, 0.0], [0.0, 0.0, 0.1], [0.0, 0.0, 0.0], [0.1, -0.1, 0.0], [-0.4, 0.2, 0.1], [0.1, 0.1, 0.0], [0.0, 0.0, 0.0], [0.0, 0.0, 0.0], [0.0, 0.0, 0.0], [0.0, 0.0, 0.0], [0.0, 0.0, 0.0], [0.0, -0.1, -0.1], [0.0, 0.0, 0.0], [0.0, 0.0, 0.0], [0.0, 0.0, 0.0], [0.0, 0.0, 0.0], [0.0, 0.0, -0.1], [0.0, 0.0, 0.0], [0.0, 0.0, 0.0], [0.0, 0.0, 0.0], [0.0, 0.0, 0.0], [0.0, 0.0, 0.0], [0.0, 0.0, 0.0], [0.0, 0.0, 0.0], [0.0, 0.1, 0.0], [0.0, 0.0, 0.0], [0.0, 0.0, 0.0], [0.0, 0.0, 0.0], [0.0, 0.0, 0.0], [0.0, 0.0, 0.0], [0.0, 0.0, 0.0], [0.0, 0.0, 0.0], [0.0, 0.0, 0.0], [0.0, 0.0, 0.0], [0.0, 0.0, 0.0], [0.0, 0.0, 0.0], [0.0, 0.0, 0.0], [0.0, 0.0, 0.0], [0.0, 0.0, 0.0], [0.0, 0.0, 0.0], [0.0, 0.0, 0.0], [0.1, 0.0, 0.1], [-0.1, 0.0, 0.0], [0.1, -0.2, 0.2], [0.0, 0.1, -0.1], [0.2, -0.1, 0.1], [-0.2, 0.2, -0.4], [0.0, -0.1, 0.1], [0.0, 0.1, 0.0], [0.0, 0.0, 0.0], [0.0, 0.0, 0.0], [0.0, 0.0, 0.0], [0.0, -0.1, 0.0], [0.1, 0.0, 0.0], [0.0, 0.0, 0.0], [0.0, 0.0, 0.0], [0.0, 0.0, 0.0], [0.0, 0.0, 0.0], [0.0, 0.0, 0.0], [0.0, -0.1, 0.0], [0.0, 0.0, 0.0], [0.0, 0.0, 0.0], [0.0, 0.0, 0.0], [0.0, 0.0, 0.0], [0.0, 0.0, 0.1], [0.0, 0.0, 0.0], [0.0, 0.1, 0.1], [-0.1, 0.0, 0.0], [0.0, 0.0, 0.0], [0.0, -0.1, 0.0], [0.0, 0.0, 0.0], [0.0, 0.0, 0.0], [0.0, 0.0, 0.0], [0.0, 0.0, 0.0], [0.0, 0.0, 0.0], [0.0, 0.0, 0.0], [0.0, 0.0, 0.0], [0.0, 0.0, 0.0], [0.0, 0.0, 0.0], [0.0, 0.0, 0.0], [0.0, 0.0, 0.0], [0.0, 0.0, 0.0], [0.0, 0.0, 0.0], [-0.1, 0.0, -0.1], [0.0, -0.1, 0.0], [0.2, 0.2, 0.1], [0.0, 0.0, 0.0], [-0.3, -0.2, -0.4], [0.0, -0.1, 0.0], [0.0, 0.0, 0.0], [0.0, 0.0, 0.0], [0.0, 0.0, 0.0], [0.0, 0.0, 0.0], [0.0, 0.0, 0.0], [0.0, 0.0, 0.0], [0.0, 0.0, 0.0], [0.0, 0.0, 0.0], [0.0, 0.0, 0.0], [0.0, 0.0, 0.0], [0.0, 0.0, 0.0], [0.3, 0.2, 0.1], [0.0, 0.0, 0.0], [0.0, 0.0, 0.0], [0.0, 0.0, 0.0], [0.0, 0.0, 0.0], [0.0, 0.0, 0.0]], "largest_force_ha_per_bohr": 0.011, "total_energy_ha": -6606.980258, "homo_lumo_gap_ha": [0.255, 0.174], "total_charge": -1, "de_lowest_kj_mol": 1.5}